[1]
{"formula": "C7H7Cl2O3P", "method": "ωB97M-V/def2-TZVPD", "de_lowest_kj_mol": 254.5, "mol_weight_g_mol": 241.01, "energy_ha": -1758.23987, "homo_lumo_gap_ev": [6.0, 7.7], "species": ["Cl", "Cl", "P", "O", "O", "O", "C", "C", "C", "C", "C", "C", "C", "H", "H", "H", "H", "H", "H", "H"], "xyz": [[0.950, -1.447, -2.002], [3.857, -0.334, -1.099], [1.851, 0.013, -0.936], [1.260, 0.970, 1.431], [-1.149, -0.143, 1.966], [1.539, 1.345, -1.453], [0.993, 0.149, 2.536], [1.383, -1.068, 1.876], [-1.580, -0.001, -0.474], [1.476, -0.259, 0.719], [-1.676, -1.117, -1.276], [-1.507, 1.407, -1.055], [-1.327, -0.070, 0.839], [-0.816, 1.873, -0.323], [0.821, 0.618, 3.442], [-2.520, 1.798, -1.134], [-1.831, -0.891, -2.358], [-1.811, -2.123, -0.843], [-1.059, 1.348, -2.015], [1.146, -2.069, 2.156]], "atomic_forces_ev_per_a": [[0.978, -0.264, 0.006], [-0.246, -0.254, -0.193], [0.770, 0.186, -0.777], [-0.479, -0.637, 0.676], [-1.177, 0.202, 1.266], [-0.163, -0.091, 0.099], [2.358, -1.420, -2.761], [-1.123, 2.410, 0.634], [-0.104, -0.387, -1.983], [-0.556, -0.064, 0.851], [-1.489, 0.246, -0.131], [0.042, -0.663, 1.852], [0.635, -0.528, -0.026], [-0.632, 0.911, -0.984], [-0.414, 0.373, 1.719], [0.203, 0.428, 0.247], [0.158, -0.676, 1.100], [0.272, 0.606, -0.583], [0.547, 0.113, -0.751], [0.420, -0.491, -0.260]]}

***

[2]
{"formula": "C7H7ClS", "method": "ωB97M-V/def2-TZVPD", "de_lowest_kj_mol": 39.0, "mol_weight_g_mol": 158.65, "energy_ha": -1129.25762, "homo_lumo_gap_ev": 7.7, "species": ["Cl", "S", "C", "C", "C", "C", "C", "C", "C", "H", "H", "H", "H", "H", "H", "H"], "xyz": [[0.002, -4.359, -3.653], [-1.414, -2.214, -0.880], [1.383, 1.647, 1.398], [-0.628, 1.487, 0.123], [-1.520, -0.602, -0.619], [-0.475, 0.120, 0.002], [0.640, -0.532, 0.635], [0.264, 2.219, 0.796], [1.647, 0.245, 1.254], [1.968, 2.249, 2.013], [2.294, -0.314, 1.750], [-0.004, 3.255, 0.902], [0.608, -1.599, 0.577], [-0.888, -3.483, -3.089], [-1.500, 2.119, -0.156], [-2.376, -0.239, -1.053]], "atomic_forces_ev_per_a": [[-1.403, 1.373, 0.852], [-0.210, -0.224, 0.051], [-0.496, -2.067, -1.068], [-1.770, 0.426, -0.704], [1.499, -3.565, -0.346], [0.790, 0.252, 1.207], [-0.493, 2.328, -0.908], [1.837, 0.845, 1.327], [-5.409, 2.232, -2.076], [1.237, 0.849, 0.849], [3.503, -1.634, 2.200], [0.519, 0.403, 0.337], [0.501, -0.455, 0.153], [1.382, -1.362, -0.856], [0.289, -1.349, -0.471], [-1.774, 1.948, -0.546]]}

***

[3]
{"formula": "C7H7FN5O4", "method": "ωB97M-V/def2-TZVPD", "charge": 1, "mol_weight_g_mol": 244.16, "energy_ha": -945.02059, "homo_lumo_gap_ev": 8.1, "species": ["F", "O", "O", "O", "O", "N", "N", "N", "N", "N", "C", "C", "C", "C", "C", "C", "C", "H", "H", "H", "H", "H", "H", "H"], "xyz": [[4.022, -0.214, 1.154], [4.826, 1.575, -0.016], [-3.258, 1.817, 0.838], [2.519, -0.457, -2.030], [-2.318, 1.173, 2.611], [2.523, 1.240, -0.363], [0.471, -0.199, -0.713], [1.391, -2.441, -0.136], [-0.348, 0.837, -0.865], [-2.206, 1.940, 1.693], [1.906, 0.125, -1.113], [0.246, -1.495, -0.235], [-2.189, -0.857, 0.071], [-1.146, -2.001, 0.200], [-2.715, 1.698, -0.534], [3.816, 0.865, 0.244], [-1.632, 0.475, -0.447], [-2.202, 2.702, -0.759], [1.868, 1.671, 0.310], [0.976, -3.368, -0.384], [-1.377, -3.053, 0.563], [-3.290, -0.965, 0.347], [1.656, -2.549, 0.863], [-3.539, 1.482, -1.297]], "atomic_forces_ev_per_a": [[-1.878, 2.088, -2.289], [-5.350, -3.868, 1.471], [-1.128, -1.018, -2.160], [-3.387, 2.286, 4.214], [0.056, 1.936, -1.635], [-1.085, -3.461, 0.783], [1.727, -2.570, 0.358], [-2.344, 0.800, 0.187], [-4.148, -2.987, 2.145], [0.918, -1.564, 2.504], [3.994, -0.602, -2.773], [-1.583, -1.631, 1.001], [4.424, -1.417, -0.553], [-0.729, 5.718, -1.702], [1.435, 0.224, 0.383], [6.135, 3.546, -0.786], [-1.067, 0.955, -0.741], [-0.527, -1.755, -0.007], [0.583, -0.218, -0.283], [0.652, 0.910, 0.064], [0.559, 1.642, -0.570], [1.757, 0.300, -0.399], [-0.027, 0.414, -0.727], [1.012, 0.272, 1.517]]}

***

[4]
{"formula": "C7H7IO2", "method": "ωB97M-V/def2-TZVPD", "de_lowest_kj_mol": 0.0, "mol_weight_g_mol": 250.03, "energy_ha": -719.10196, "homo_lumo_gap_ev": 9.1, "species": ["I", "O", "O", "C", "C", "C", "C", "C", "C", "C", "H", "H", "H", "H", "H", "H", "H"], "xyz": [[4.024, -0.480, 1.191], [-0.148, -2.917, -0.888], [1.388, -2.553, 0.589], [-1.377, 1.079, -1.000], [-0.018, -0.715, -0.059], [-0.842, -0.187, -1.056], [-0.859, 1.995, -0.105], [0.450, -2.107, -0.032], [0.292, 0.145, 1.033], [0.027, 1.530, 0.903], [-1.263, 3.067, -0.235], [-1.247, -0.910, -1.889], [0.848, -0.129, 1.874], [0.132, -3.850, -0.874], [0.292, 2.299, 1.688], [-2.107, 1.456, -1.735], [2.843, -1.615, 0.629]], "atomic_forces_ev_per_a": [[-0.775, -0.867, -0.526], [-1.796, -0.147, -1.158], [0.389, 0.378, 1.034], [0.212, 0.884, -0.877], [-0.468, 1.495, 1.314], [-1.582, -2.873, -1.808], [-0.227, 0.867, 0.446], [0.880, -1.041, -0.775], [-0.110, 1.812, -2.276], [-1.353, 0.788, 0.562], [1.092, -1.695, 0.748], [1.074, 1.489, 1.722], [0.760, -0.878, 0.981], [0.438, 0.689, 0.467], [0.061, -1.341, -0.857], [0.458, -0.584, 0.304], [0.946, 1.022, 0.697]]}

***

[5]
{"formula": "C7H7IS", "method": "ωB97M-V/def2-TZVPD", "de_lowest_kj_mol": 5.1, "mol_weight_g_mol": 250.10, "energy_ha": -966.72765, "homo_lumo_gap_ev": [4.1, 4.1], "species": ["I", "S", "C", "C", "C", "C", "C", "C", "C", "H", "H", "H", "H", "H", "H", "H"], "xyz": [[3.113, 3.402, 1.119], [2.749, -1.422, 1.321], [-0.106, -1.298, -0.069], [2.119, -0.192, 0.375], [0.363, 1.018, -0.592], [-0.900, 1.184, -1.074], [-1.437, -1.049, -0.555], [-1.867, 0.145, -0.940], [0.810, -0.224, -0.095], [-1.196, 2.142, -1.594], [2.608, 0.780, 0.153], [-2.214, -1.850, -0.626], [4.089, -1.209, 1.535], [-2.888, 0.238, -1.287], [1.037, 1.861, -0.462], [0.164, -2.284, 0.106]], "atomic_forces_ev_per_a": [[-0.196, -0.614, -0.176], [0.049, -0.486, 0.137], [-1.988, 1.996, -1.733], [1.479, 0.577, 0.497], [0.096, 0.446, 0.088], [-1.801, 1.090, -0.751], [1.048, -3.842, 1.812], [0.914, 2.923, -1.547], [-1.757, -0.400, 0.128], [0.398, -1.067, 0.994], [0.620, -0.538, 0.418], [1.176, 0.310, 0.392], [-0.741, 0.726, -0.514], [0.050, 0.359, 0.027], [0.039, 0.140, -0.401], [0.616, -1.621, 0.629]]}

***

[6]
{"formula": "C7H7IrN5O4", "method": "ωB97M-V/def2-TZVPD", "charge": 3, "de_lowest_kj_mol": 0.0, "multiplicity": 5, "mol_weight_g_mol": 417.38, "energy_ha": -948.56389, "homo_lumo_gap_ev": [4.3, 6.1], "species": ["Ir", "O", "O", "O", "O", "N", "N", "N", "N", "N", "C", "C", "C", "C", "C", "C", "C", "H", "H", "H", "H", "H", "H", "H"], "xyz": [[-0.547, -0.208, -0.193], [2.542, -0.301, 0.450], [-0.457, -3.158, -1.225], [-0.306, 2.863, 0.415], [-3.232, 0.241, -1.688], [0.265, -0.045, 3.898], [-0.717, -0.968, 4.078], [1.178, 0.238, 4.899], [0.545, 0.218, 2.622], [-0.394, -0.441, 1.947], [-0.490, -2.073, -0.827], [-2.222, 0.064, -1.149], [-1.124, -1.157, 2.819], [1.403, -0.263, 0.250], [-0.426, 1.730, 0.198], [0.608, 1.294, -4.823], [0.599, -0.029, -5.057], [1.580, 1.160, 4.764], [-1.926, -1.826, 2.544], [1.535, 1.832, -4.606], [1.513, -0.635, -4.995], [-0.301, 1.901, -4.861], [0.715, 0.125, 5.788], [-0.342, -0.565, -5.247]], "atomic_forces_ev_per_a": [[2.934, 1.368, -3.877], [-3.395, 0.250, -0.819], [0.117, 3.329, 0.855], [-0.117, -3.255, -0.971], [3.630, -0.566, 1.605], [1.570, -1.493, 1.410], [-0.301, 0.263, -1.105], [-3.297, 0.336, -2.572], [-1.683, -0.327, -1.203], [1.951, 1.422, 3.018], [-0.518, -3.915, -0.147], [-5.034, 0.490, -1.267], [-0.261, -0.514, 3.163], [3.814, -0.571, 0.083], [-0.435, 3.441, 1.401], [0.179, 4.085, 0.370], [-0.146, -4.119, -0.489], [0.989, 0.293, -0.220], [-0.080, 0.003, 0.040], [-0.160, -0.164, -0.060], [-0.295, 0.278, -0.191], [0.152, -0.211, -0.037], [-0.001, -0.641, 1.116], [0.388, 0.217, -0.102]]}

***

[7]
{"formula": "C7H7N", "method": "ωB97M-V/def2-TZVPD", "de_lowest_kj_mol": 320.5, "mol_weight_g_mol": 105.14, "energy_ha": -325.53662, "homo_lumo_gap_ev": 10.6, "species": ["N", "C", "C", "C", "C", "C", "C", "C", "H", "H", "H", "H", "H", "H", "H"], "xyz": [[0.638, -1.644, -0.953], [0.163, -2.032, 0.138], [0.518, -0.221, -1.085], [-0.782, -1.048, 0.828], [-0.468, 0.178, 0.023], [2.952, 0.907, -0.937], [1.826, 0.398, -1.035], [-0.829, 1.454, -0.079], [-1.740, -1.360, 0.613], [3.980, 1.168, -0.902], [-0.096, -0.144, -2.040], [-0.705, -1.023, 1.844], [-1.537, 2.105, 0.575], [0.175, -3.138, 0.554], [-0.388, 2.095, -0.790]], "atomic_forces_ev_per_a": [[1.983, -1.787, 0.213], [-1.628, -2.219, 1.373], [-2.383, -0.771, -1.012], [2.147, 0.644, -2.450], [0.490, 2.013, -0.553], [-3.657, -2.006, -0.411], [3.680, 1.991, -0.002], [-2.171, 0.892, 2.883], [-2.356, -0.843, -0.488], [0.022, 0.256, 0.057], [1.397, 0.715, 0.641], [0.482, 0.469, 2.862], [1.065, -1.828, -0.819], [0.258, 2.152, -1.253], [0.672, 0.320, -1.042]]}

***

[8]
{"formula": "C7H7N", "method": "ωB97M-V/def2-TZVPD", "de_lowest_kj_mol": 643.2, "mol_weight_g_mol": 105.14, "energy_ha": -325.41370, "homo_lumo_gap_ev": 8.7, "species": ["N", "C", "C", "C", "C", "C", "C", "C", "H", "H", "H", "H", "H", "H", "H"], "xyz": [[0.056, -1.106, 0.932], [-0.448, 1.221, 0.503], [0.373, 0.210, 1.110], [-1.665, -0.379, -0.662], [2.794, -0.063, -0.620], [-0.954, -1.410, 0.117], [1.649, -0.173, -0.324], [-1.493, 0.913, -0.348], [0.543, -0.369, -0.234], [1.186, 0.552, 1.782], [3.814, 0.130, -0.863], [-2.220, -0.958, -1.521], [-1.286, -2.423, 0.136], [-2.018, 1.613, -0.766], [-0.332, 2.242, 0.757]], "atomic_forces_ev_per_a": [[-3.494, -1.725, 3.871], [0.059, -0.659, 2.403], [-3.359, 2.567, 2.035], [0.038, -6.071, -1.207], [2.233, 0.517, -0.227], [0.214, 2.910, 0.700], [-0.489, -0.366, -3.948], [3.395, -2.877, 1.834], [4.070, 0.297, -4.369], [-0.685, -0.810, -0.457], [-0.033, -0.133, 0.153], [0.372, 2.164, 1.700], [0.088, -0.640, -0.475], [-2.891, 4.037, -2.366], [0.482, 0.789, 0.353]]}

***

[9]
{"formula": "C7H7N2O", "method": "ωB97M-V/def2-TZVPD", "charge": 1, "de_lowest_kj_mol": 608.4, "mol_weight_g_mol": 135.15, "energy_ha": -455.19065, "homo_lumo_gap_ev": [6.7, 6.7], "species": ["O", "N", "N", "C", "C", "C", "C", "C", "C", "C", "H", "H", "H", "H", "H", "H", "H"], "xyz": [[-1.621, 1.282, -0.627], [-0.061, -1.048, -0.133], [2.076, -0.381, -0.410], [1.149, -1.414, -0.374], [1.802, 0.724, 0.196], [-0.289, 2.054, -0.239], [0.769, 1.432, 0.604], [-2.230, 0.343, -0.180], [-2.322, -0.872, 0.352], [-1.191, -1.686, 0.049], [-0.688, 2.954, 0.230], [0.788, 1.788, 1.627], [-1.318, -2.759, -0.076], [0.057, 2.268, -1.250], [-3.242, -1.289, 0.726], [3.015, -0.564, -0.760], [1.538, -2.425, -0.453]], "atomic_forces_ev_per_a": [[-0.627, 0.221, -0.170], [0.588, 0.224, -0.281], [0.426, -0.546, -0.529], [-0.795, -0.479, -0.188], [-0.145, 0.910, 0.645], [0.915, 0.451, -0.042], [-0.158, 0.317, 0.109], [0.462, 0.083, -0.330], [0.165, -0.791, 0.270], [-0.356, -0.234, 0.162], [-0.024, -0.186, -0.126], [0.078, 0.044, 0.108], [-0.014, -0.030, -0.037], [-0.201, -0.092, 0.137], [-0.161, 0.100, 0.114], [-0.222, 0.004, 0.132], [0.069, 0.005, 0.026]]}

***

[10]
{"formula": "C7H7N2O3PS2", "method": "ωB97M-V/def2-TZVPD", "mol_weight_g_mol": 262.25, "energy_ha": -1743.66336, "homo_lumo_gap_ev": 7.4, "species": ["S", "S", "P", "O", "O", "O", "N", "N", "C", "C", "C", "C", "C", "C", "C", "H", "H", "H", "H", "H", "H", "H"], "xyz": [[4.066, 0.579, -0.725], [0.109, -1.556, 1.399], [-2.752, 0.419, 0.518], [1.340, -1.747, 2.271], [-3.177, -0.807, -0.357], [-1.085, -1.571, 2.320], [3.204, 1.905, -1.422], [2.932, -0.379, 0.153], [-0.999, 0.872, -0.006], [1.839, 1.677, -1.004], [0.099, -2.950, 0.144], [-0.833, 2.201, -0.870], [0.228, 0.008, 0.373], [0.594, 2.564, -1.342], [1.701, 0.375, -0.117], [-0.925, -2.915, -0.367], [0.748, 3.509, -1.966], [-2.880, 0.057, 1.900], [-1.751, 2.841, -1.109], [0.864, -2.619, -0.662], [0.360, -3.949, 0.626], [-3.684, 1.486, 0.243]], "atomic_forces_ev_per_a": [[-2.628, 0.728, 0.183], [1.024, -1.665, 4.936], [-1.062, -4.331, -2.612], [-2.429, 0.968, -3.331], [1.074, 2.851, 1.926], [1.633, 0.553, -3.348], [-3.047, -3.267, 2.729], [-2.640, 4.987, -3.058], [3.756, 0.846, 0.011], [0.378, -1.004, 0.608], [-0.225, 1.147, -1.237], [4.582, -1.864, 0.425], [-0.543, 2.574, -1.727], [-2.162, -1.803, 1.413], [-0.666, 0.273, -0.193], [1.309, -0.212, 0.939], [-0.179, -1.597, 1.038], [0.482, 0.878, -0.542], [1.687, -1.062, 0.343], [-1.040, -0.719, 1.518], [-0.396, 1.674, -0.425], [1.093, 0.047, 0.403]]}

***

[11]
{"formula": "C7H7N2O3S2", "method": "ωB97M-V/def2-TZVPD", "charge": -1, "de_lowest_kj_mol": 77.0, "mol_weight_g_mol": 231.28, "energy_ha": -1402.60858, "homo_lumo_gap_ev": 7.5, "species": ["S", "S", "O", "O", "O", "N", "N", "C", "C", "C", "C", "C", "C", "C", "H", "H", "H", "H", "H", "H", "H"], "xyz": [[-3.625, 0.987, 0.051], [-3.392, -1.838, -0.187], [-4.853, 0.404, -0.440], [-3.592, 1.131, 1.548], [-3.054, 2.102, -0.698], [-1.444, -0.450, 1.090], [-1.349, -0.449, -1.276], [-0.243, 0.002, 0.625], [1.094, 0.183, -1.330], [-2.279, -0.490, -0.111], [0.873, 0.350, 1.403], [-0.142, -0.019, -0.748], [2.172, 0.586, -0.586], [2.053, 0.643, 0.802], [-1.761, 0.210, -2.082], [1.362, 0.293, -2.474], [0.804, 0.471, 2.461], [3.033, 0.954, -1.042], [-2.637, -2.912, 0.148], [-1.996, 0.076, 1.785], [2.780, 1.006, 1.425]], "atomic_forces_ev_per_a": [[1.764, -0.678, 1.998], [-1.436, -1.761, 0.015], [-0.290, 0.468, -0.394], [-0.113, 0.202, -1.970], [-0.325, -0.347, 0.139], [-1.561, 0.002, -0.966], [-2.317, 2.028, -1.891], [2.209, 0.532, 1.734], [0.883, 1.132, -3.526], [-0.483, 0.736, -0.304], [-1.458, -0.357, -0.264], [0.589, -0.373, -0.140], [-0.726, -0.243, 1.926], [-0.788, -0.132, -1.681], [1.192, -1.896, 2.420], [-1.449, -0.663, 2.128], [-0.289, -0.166, 0.641], [1.410, 0.240, -0.809], [0.473, 0.523, -0.105], [0.585, -0.022, -0.080], [2.130, 0.776, 1.129]]}

***

[12]
{"formula": "C7H7N3", "method": "ωB97M-V/def2-TZVPD", "de_lowest_kj_mol": 511.6, "mol_weight_g_mol": 133.15, "energy_ha": -435.00942, "homo_lumo_gap_ev": [6.3, 7.9], "species": ["N", "N", "N", "C", "C", "C", "C", "C", "C", "C", "H", "H", "H", "H", "H", "H", "H"], "xyz": [[-1.590, 1.628, -0.830], [1.013, 0.656, 0.137], [-2.815, -1.072, 0.798], [2.155, -0.213, 0.233], [0.411, -1.502, -0.481], [-2.167, -0.525, -0.100], [0.026, -0.130, -0.346], [0.910, 1.925, 0.488], [1.792, -1.467, -0.212], [-1.310, 0.461, -0.395], [3.055, 0.056, 0.672], [-3.209, -1.958, 0.493], [-2.548, 1.768, -0.656], [2.503, -2.404, -0.233], [1.818, 2.466, 0.983], [-0.076, -2.205, -0.995], [0.031, 2.518, 0.443]], "atomic_forces_ev_per_a": [[0.978, 1.165, -0.049], [2.410, -3.105, -0.266], [0.486, 0.151, -1.223], [-1.934, -0.315, -0.801], [1.949, 5.332, 0.992], [-3.041, -2.383, 2.448], [-1.117, -1.381, -0.187], [3.005, 3.369, 2.155], [1.744, -1.814, 0.878], [2.203, -0.121, -1.591], [1.304, 0.912, 0.536], [-0.464, -0.251, 0.257], [-1.788, 0.544, -0.197], [-1.506, 2.256, 0.027], [-1.620, -1.536, -1.096], [-1.998, -2.558, -1.512], [-0.611, -0.265, -0.373]]}